DFT (the ωB97M-V functional and the def2-TZVPD basis) results for 14 unconnected molecules or ions with the total composition C69H150B3F18N9O13 in a non-equilibrium geometry.

```
! RIJCOSX wB97M-V def2-TZVPD def2/J DEFGRID3
* xyz 4 1
F 4.932 -0.840 -2.852
F -0.369 3.786 -7.001
F -4.379 -3.966 -2.032
F -2.515 3.990 -6.391
F 6.344 -0.593 -1.218
F 1.317 -2.222 2.873
F 4.347 -1.178 -0.768
F -2.260 3.855 -0.934
F -2.319 1.726 -0.093
F -1.126 3.381 0.919
F -0.240 -3.898 3.106
F -0.402 -2.076 4.459
F -0.834 -1.936 2.220
F -3.493 -4.211 -4.012
F -0.980 3.403 -4.838
F -3.370 3.340 1.017
F -3.239 -2.357 -2.922
F -1.496 1.852 -6.398
O 3.565 6.708 0.369
O -5.959 -5.580 4.556
O 3.126 -6.446 1.493
O 0.514 7.315 -2.986
O 2.305 -1.619 -2.270
O 3.810 -3.787 3.156
O 5.356 2.036 -1.979
O -4.867 1.940 -3.331
O 3.162 1.253 -1.649
O -2.282 -1.742 -7.124
O -0.976 -4.069 -2.834
O -2.040 -3.634 -0.886
O -2.992 -0.633 5.100
N -6.520 -0.011 -2.898
N 4.645 -2.946 3.600
N -2.598 0.595 -8.493
N -0.414 -5.685 0.891
N 3.279 5.699 0.830
N 0.451 10.255 -3.001
N 1.666 -0.666 -2.295
N -2.570 0.370 5.174
N -5.159 -5.037 3.743
C -1.633 -2.973 -6.989
C -1.351 2.428 4.357
C 1.775 3.712 1.153
C -3.835 1.924 3.658
C 3.856 3.740 2.464
C 0.000 1.782 -2.580
C 4.940 2.447 -3.312
C -4.000 1.356 6.979
C -6.779 -5.749 2.069
C 4.706 -4.165 5.753
C 5.719 -1.851 5.624
C 0.214 -0.926 -4.214
C 2.992 2.961 1.585
C -5.597 -0.585 -0.609
C -1.592 2.238 6.807
C 1.417 -0.573 0.139
C 5.274 -1.953 2.678
C -5.328 -5.423 2.249
C 4.838 6.091 2.658
C -0.517 6.334 -3.432
C 2.537 -0.327 -4.569
C -2.497 0.986 6.639
C -4.461 -6.681 1.944
C 1.088 -5.738 0.661
C -1.727 3.166 5.578
C 1.065 5.899 0.200
C 5.970 -0.647 4.700
C 1.625 -4.385 0.295
C -3.638 -3.488 1.885
C -5.043 -0.102 -9.053
C 1.643 9.366 -3.466
C -3.852 -0.145 -8.095
C -2.763 -5.296 4.308
C -2.138 -4.253 -2.090
C -3.683 2.486 -3.962
C 6.396 -1.260 3.372
C 0.713 -0.166 -1.194
C 1.849 -6.229 1.917
C -3.694 -3.094 3.338
C -3.279 -1.596 -8.106
C 2.698 4.449 -1.154
C 3.982 -6.977 2.476
C 4.601 -2.802 5.121
C 5.498 3.857 -3.384
C -2.415 1.397 4.015
C -3.897 -4.292 4.305
C 4.110 -1.060 2.266
C 2.599 9.136 -2.317
C 1.035 8.103 -4.046
C -4.314 -3.874 5.692
C 1.313 -0.026 -3.685
C -3.299 -3.738 -2.787
C 3.182 -2.310 5.413
C -4.663 1.213 -2.128
C 1.149 -4.945 -3.852
C -2.065 -0.126 7.615
C -1.953 0.578 2.842
C 5.015 -0.401 -1.553
C 0.447 1.328 -1.231
C 5.815 -2.703 1.554
C -5.004 -4.059 1.509
C 5.553 4.735 0.706
C 4.373 5.004 1.678
C 0.986 1.480 -3.648
C -5.959 0.547 -1.615
C 2.135 4.858 0.213
C -0.479 -1.148 -1.396
C -0.298 -5.325 -3.332
C 4.516 1.063 -1.327
B -2.254 3.088 0.224
B -1.356 3.283 -6.177
B -0.056 -2.519 3.190
H -4.511 -2.456 3.662
H -1.812 0.050 -8.114
H 5.768 5.725 0.237
H -6.543 0.797 -3.565
H -2.406 -5.330 -2.049
H 7.285 -1.898 3.415
H 1.869 3.985 -1.686
H -0.878 -1.176 -0.397
H 0.108 -0.736 -5.289
H 3.590 2.718 0.688
H -0.976 0.154 3.007
H -5.862 -0.734 -3.312
H -4.024 2.995 -4.853
H -4.153 -2.256 -8.005
H 4.120 6.815 3.000
H 2.704 2.025 2.048
H -2.847 -1.765 -9.140
H -1.952 2.797 7.660
H -4.695 -0.372 0.014
H -5.867 -3.428 1.646
H 1.063 -4.326 -4.717
H -0.340 9.716 -2.617
H 2.179 8.736 -1.413
H -0.068 -2.111 -1.656
H 2.325 0.258 -5.460
H -2.756 -2.692 3.826
H -4.316 2.104 6.282
H -0.631 -5.142 1.731
H -2.068 1.152 1.916
H 6.625 -2.477 5.704
H 4.816 1.181 -0.235
H -4.577 -4.729 6.279
H -4.358 1.850 -1.289
H -2.517 -5.827 3.425
H -4.439 1.019 3.661
H -3.427 -6.424 1.658
H 1.055 3.170 0.504
H -7.472 -4.920 2.240
H -0.340 1.544 -0.518
H 1.562 -4.333 -3.037
H 0.204 5.335 -0.181
H 3.179 -2.308 6.470
H 1.898 7.539 -4.533
H 2.214 0.143 0.298
H 5.649 4.328 -2.441
H -1.304 -3.119 -5.966
H 6.504 -3.452 1.906
H -0.786 6.392 -4.488
H -3.324 -2.605 1.312
H -3.431 -3.375 6.146
H 0.406 -1.984 -4.013
H 0.084 10.904 -3.723
H -5.987 -0.438 -8.592
H 6.442 -2.064 0.934
H 3.426 0.100 -4.146
H -2.801 3.478 5.505
H 1.240 -6.441 -0.187
H 6.392 4.359 1.298
H 4.944 -6.942 2.002
H 3.722 -7.994 2.791
H -4.449 -7.262 2.842
H 1.384 -3.676 1.067
H 3.137 10.061 -2.115
H -0.139 2.893 -2.607
H 5.618 -4.676 5.514
H 0.887 6.236 1.232
H -1.424 -4.180 -0.331
H -0.174 5.313 -3.201
H -0.728 -2.870 -7.561
H -1.062 -5.581 -4.031
H 6.771 -0.029 5.123
H -3.935 0.405 -2.332
H -3.680 2.291 2.655
H -0.589 1.905 6.975
H 2.458 -2.989 4.987
H -1.360 6.564 -2.791
H -0.195 -6.169 -2.606
H 5.387 5.530 3.434
H -6.697 1.282 -1.334
H 5.444 1.825 -4.088
H -4.017 1.673 7.994
H -0.345 1.999 4.233
H 5.578 6.777 2.219
H -0.750 -0.676 -3.791
H -4.905 -7.136 1.048
H 2.685 -1.386 -4.601
H 0.655 1.619 -4.657
H -2.814 -4.208 1.677
H -1.133 4.050 5.706
H 6.513 3.830 -3.836
H -1.456 3.139 3.509
H 4.880 4.509 -3.999
H 5.230 4.084 -0.089
H 3.858 -6.355 3.346
H -2.902 -5.926 5.134
H 1.804 -5.798 -3.933
H 2.190 9.978 -4.168
H -1.275 -0.803 -2.061
H 1.272 -4.026 -0.672
H -2.559 1.564 -8.107
H 3.473 3.684 -1.012
H -6.447 -0.822 0.050
H 3.853 2.260 -3.365
H -4.230 2.697 4.354
H -6.945 -6.136 1.033
H -7.468 -0.379 -2.862
H 3.655 -0.480 3.045
H -4.045 0.085 -7.053
H 1.153 3.987 2.020
H 3.375 -1.618 1.745
H -0.718 -6.628 1.057
H 1.270 6.639 -0.571
H -2.912 1.708 -4.122
H 5.008 -3.171 1.016
H 2.739 -4.410 0.192
H 0.797 10.879 -2.199
H 2.996 -1.289 5.086
H 0.302 8.310 -4.818
H -2.376 0.247 8.591
H -2.261 -3.814 -7.278
H 3.799 -4.738 5.547
H -4.849 -0.627 -9.981
H 1.922 -1.499 -0.057
H 4.756 3.234 2.806
H -2.654 -0.268 2.726
H -5.126 -3.180 5.631
H 1.819 -5.371 2.610
H -1.891 -4.696 4.499
H 5.363 -1.578 6.630
H 5.147 0.031 4.609
H -0.992 -0.282 7.510
H -5.108 0.972 -9.274
H -3.257 3.227 -3.341
H -5.473 -1.513 -1.215
H 4.582 -0.344 1.610
H 3.320 3.991 3.368
H 3.157 5.366 -1.580
H 6.714 -0.499 2.671
H 1.421 -7.120 2.446
H -7.030 -6.579 2.750
H -0.956 1.403 -2.892
H 1.900 2.068 -3.623
H 3.396 8.456 -2.656
H 4.673 -3.942 6.820
H -2.560 -1.083 7.394
H 0.644 -0.606 0.902
H 1.413 1.752 -0.910
H -4.965 -4.281 0.434
H -4.537 0.424 6.911
H -2.532 0.740 -9.503
*
```

Summary:
Molecular weight: 1688.41 u
Kohn-Sham gap: 0.1788 Ha
Electronic energy: -164929.6472 eV
Max |F|: 0.227 Eh/bohr